(1)
Entry from the OMol25 dataset: a 3-piece molecular cluster, C3H13NO2S2 overall (ωB97M-V/def2-TZVPD).

Each line ends with the Löwdin charge.
Atoms and positions in Å:
S: 2.2165 2.6319 1.0258  0.307
S: 0.2317 2.2848 0.7977  0.413
C: -0.1094 1.9697 -0.9555  -0.547
C: 1.0332 1.7088 -1.9304  -0.325
N: 1.4675 0.3297 -1.8858  -0.139
C: 1.1599 -0.5431 -3.0108  -0.118
H: 2.2345 3.9043 1.4521  -0.197
H: -0.7287 1.0803 -0.8693  0.059
H: -0.6788 2.8207 -1.3245  0.060
H: 1.8599 2.3659 -1.6391  0.067
H: 0.7944 1.9827 -2.9432  0.103
H: 2.3529 0.1511 -1.4297  0.106
H: 0.5047 0.0048 -3.6756  0.074
H: 0.7251 -1.4460 -2.6045  0.062
H: 2.0630 -0.8988 -3.5235  0.074
H: -2.0367 -4.0008 2.4755  0.030
H: -1.1960 -5.0132 1.7404  0.030
O: -1.5738 -4.8369 2.6085  -0.062
H: -2.8059 -1.2499 4.7634  0.027
H: -4.2158 -1.4984 5.5141  0.029
O: -3.2981 -1.7478 5.4145  -0.054

- ΔE to the lowest compared entry with this formula, charge and spin: 132.4 kJ/mol
- HOMO: -8.54 eV
- SMILES: CNCCSS.O.O
- HOMO-LUMO gap: 8.9 eV

(2)
Entry from the OMol25 dataset: C52H43O4P2PbS as an isolated structure (ωB97M-V/def2-TZVPD).

Each line ends with the Löwdin charge.
Atoms and positions in Å:
Pb: -1.4780 0.7559 0.1933  1.412
O: 1.9001 0.8857 0.9530  -0.506
S: 1.4500 -0.3772 0.2918  0.894
C: 2.4965 -0.4553 -1.1589  -0.264
C: 3.1728 -1.5979 -1.5469  -0.016
C: 4.0419 -1.6155 -2.6439  0.029
C: 4.1964 -0.4584 -3.3745  -0.111
C: 5.0281 -0.1412 -4.5787  -0.073
C: 4.6866 1.3253 -4.9285  -0.072
C: 3.7287 1.7635 -3.8693  -0.102
C: 3.0936 2.9688 -3.6421  0.035
C: 2.1945 3.0564 -2.5831  -0.033
C: 1.9385 2.0046 -1.6952  -0.254
P: 0.7234 2.4216 -0.4260  1.070
C: -0.5386 3.3194 -1.4212  -0.405
C: -0.9084 4.6492 -1.2397  -0.051
C: -1.9859 5.1700 -1.9509  -0.026
C: -2.7018 4.3729 -2.8275  -0.029
C: -2.3111 3.0524 -3.0495  -0.044
C: -1.2394 2.5327 -2.3484  -0.181
C: 1.3227 3.5920 0.7861  -0.332
C: 2.6858 3.8753 0.8820  -0.049
C: 3.0954 4.8927 1.7239  -0.027
C: 2.1700 5.5690 2.5133  -0.009
C: 0.8189 5.2425 2.4570  -0.022
C: 0.3929 4.2471 1.6003  -0.085
C: 2.5933 0.7524 -1.8973  -0.129
C: 3.4694 0.6901 -2.9972  -0.069
C: 2.0325 -1.7825 1.2031  -0.337
C: 3.2460 -1.7181 1.8545  -0.018
C: 3.8777 -2.8661 2.3543  0.034
C: 3.2862 -4.0867 2.1174  -0.113
C: 3.7309 -5.4879 2.4088  -0.073
C: 2.6180 -6.3979 1.8306  -0.072
C: 1.5743 -5.4546 1.3167  -0.112
C: 0.3431 -5.6624 0.7390  0.029
C: -0.4480 -4.5491 0.4319  -0.048
C: -0.0057 -3.2400 0.5883  -0.281
P: -1.3218 -1.9962 0.4368  1.041
C: -2.1170 -2.1895 -1.1751  -0.408
C: -1.4911 -2.7828 -2.2681  -0.058
C: -2.0979 -2.7240 -3.5159  -0.034
C: -3.3070 -2.0646 -3.6789  -0.028
C: -3.9426 -1.4819 -2.5855  -0.039
C: -3.3423 -1.5282 -1.3398  -0.154
C: -2.4745 -2.4467 1.7528  -0.363
C: -3.6901 -3.0944 1.5411  -0.066
C: -4.4733 -3.4293 2.6336  -0.032
C: -4.0593 -3.1084 3.9206  -0.020
C: -2.8480 -2.4585 4.1294  -0.038
C: -2.0561 -2.1174 3.0481  -0.088
C: 1.3059 -2.9951 1.0770  -0.163
C: 2.0235 -4.1317 1.4905  -0.075
H: 3.0600 -2.5028 -0.9641  0.117
H: 4.5840 -2.5199 -2.8835  0.133
H: 4.8198 -0.8290 -5.3997  0.138
H: 6.0899 -0.2584 -4.3506  0.140
H: 4.2334 1.4198 -5.9181  0.141
H: 5.5753 1.9592 -4.9472  0.141
H: 3.2725 3.8335 -4.2665  0.136
H: 1.6887 4.0002 -2.4225  0.120
H: -0.3536 5.2849 -0.5632  0.115
H: -2.2657 6.2058 -1.8130  0.128
H: -3.5589 4.7744 -3.3509  0.127
H: -2.8423 2.4373 -3.7635  0.122
H: -0.8939 1.5206 -2.5647  0.098
H: 3.4056 3.3202 0.2959  0.119
H: 4.1419 5.1610 1.7658  0.125
H: 2.5056 6.3394 3.1944  0.128
H: 0.1074 5.7559 3.0882  0.128
H: -0.6551 3.9764 1.5670  0.098
H: 3.7234 -0.7491 1.9443  0.131
H: 4.8253 -2.7780 2.8672  0.134
H: 3.8550 -5.6320 3.4842  0.139
H: 4.7075 -5.6937 1.9680  0.136
H: 2.2085 -7.0782 2.5785  0.138
H: 2.9965 -7.0310 1.0254  0.138
H: -0.0420 -6.6568 0.5597  0.134
H: -1.4529 -4.7137 0.0590  0.122
H: -0.5471 -3.2984 -2.1456  0.113
H: -1.6229 -3.1926 -4.3669  0.124
H: -3.7598 -2.0021 -4.6590  0.126
H: -4.9012 -0.9953 -2.7068  0.125
H: -3.8444 -1.0883 -0.4798  0.101
H: -4.0170 -3.3503 0.5414  0.113
H: -5.4083 -3.9511 2.4825  0.125
H: -4.6870 -3.3591 4.7646  0.127
H: -2.5225 -2.2210 5.1330  0.126
H: -1.1133 -1.6002 3.1967  0.117
C: -4.1971 3.6441 2.2910  0.008
C: -3.6280 2.2496 2.1607  -0.495
C: -4.4040 1.1647 2.8900  0.017
O: -3.4706 1.8655 0.7854  -0.149
C: -2.1675 2.2316 2.8836  -0.601
O: -1.9870 2.9348 3.8385  0.140
O: -1.4042 1.4058 2.2731  -0.202
H: -5.2364 3.6570 1.9550  0.107
H: -3.6276 4.3640 1.6958  0.097
H: -4.1646 3.9670 3.3271  0.109
H: -5.3905 1.0605 2.4344  0.105
H: -4.5250 1.4244 3.9393  0.117
H: -3.8872 0.2045 2.8173  0.075
H: -3.6222 2.6392 0.2255  0.114

- HOMO (alpha / beta): -15.39 / -15.37 eV
- Charge: +3
- HOMO-LUMO gap (alpha / beta): 4.1 / 4.0 eV

(3)
Entry from the OMol25 dataset: one molecule with the formula C5H14N2 (ωB97M-V/def2-TZVPD).

Each line ends with the Löwdin charge.
Atoms and positions in Å:
C: 0.3789 -1.3380 -2.5939  -0.117
C: -0.3632 -1.4694 -1.2404  -0.266
C: -1.2622 -0.3036 -0.8153  -0.213
C: -0.5144 0.9159 -0.1915  -0.246
N: 0.0033 0.4565 1.0700  -0.089
C: 0.7434 1.4778 1.8260  -0.299
N: 1.2021 0.8327 3.0971  -0.007
H: 1.1534 -2.0952 -2.4259  0.062
H: 0.7498 -0.3397 -2.7479  0.050
H: -0.2533 -1.5971 -3.5137  0.088
H: 0.5539 -1.4157 -0.4463  0.146
H: -0.9291 -2.3373 -1.0660  0.074
H: -2.0514 0.0301 -1.4307  0.085
H: -1.8876 -0.7724 -0.0080  0.109
H: -1.1816 1.7118 -0.0734  0.083
H: 0.2665 1.2979 -0.9068  0.130
H: -0.7328 0.1116 1.6140  0.079
H: 1.5708 1.7571 1.1959  0.096
H: 0.2698 2.5294 2.1564  0.141
H: 1.8920 0.2382 2.8986  -0.016
H: 0.3919 0.3095 3.6018  0.109

- ΔE to the lowest compared entry with this formula, charge and spin: 195.7 kJ/mol
- HOMO: -8.99 eV
- SMILES: CCCCNCN
- HOMO-LUMO gap: 10.1 eV

(4)
Entry from the OMol25 dataset: C27H32AsCl2N6O7Rb as an isolated structure (ωB97M-V/def2-TZVPD).

Each line ends with the Löwdin charge.
Atoms and positions in Å:
Rb: 0.0912 0.4581 0.0928  0.806
O: 3.0177 -1.3124 -2.2612  0.110
C: 2.2213 -0.2645 -2.4017  -0.518
O: 1.0121 -0.3250 -2.4019  -0.052
C: 2.9436 1.0686 -2.4191  -0.131
O: 2.4743 1.6880 -1.2500  -0.198
C: 3.2597 2.7897 -0.8162  -0.127
C: 2.8374 3.2465 0.6065  -0.707
O: 3.4376 4.2621 0.9991  -0.055
O: 1.9808 2.5498 1.1875  -0.104
H: 2.4637 -2.1004 -2.0058  0.076
H: 4.0283 0.9248 -2.3966  0.127
H: 2.6686 1.6313 -3.3225  0.136
H: 4.3171 2.4991 -0.7857  0.121
H: 3.1566 3.6267 -1.5171  0.122
Cl: -6.1586 -0.0049 0.9008  0.629
C: -5.0761 0.9829 1.8572  -0.591
C: -5.6101 1.6743 2.9389  -0.175
C: -4.8199 2.4598 3.7329  -0.638
Cl: -5.5391 3.3132 5.0890  0.592
C: -3.4337 2.5803 3.4703  -0.195
C: -2.5420 3.3560 4.2425  -0.051
C: -1.2166 3.3963 3.9106  -0.056
C: -0.7650 2.6551 2.8004  -0.161
N: -1.5780 1.9325 2.0662  0.062
C: -2.8905 1.8781 2.3667  -0.143
C: -3.7081 1.0214 1.4803  -0.440
O: -3.2154 0.4104 0.5092  -0.116
H: -6.6680 1.5838 3.1509  0.090
H: -2.9226 3.9108 5.0904  0.076
H: -0.5086 3.9833 4.4813  0.099
H: 0.2814 2.6774 2.5065  0.076
C: -0.3933 -5.0131 3.0990  -0.027
C: -0.1232 -3.5547 3.2617  -0.315
C: -0.3088 -2.6889 4.3176  -0.004
C: 0.1258 -1.4314 3.8439  -0.359
N: 0.5483 -1.5234 2.5923  0.057
N: 0.3829 -2.8163 2.2573  0.032
C: 0.1512 -0.1273 4.5629  -0.032
H: -0.6228 -5.4629 4.0643  0.071
H: 0.4650 -5.5324 2.6719  0.067
H: -1.2437 -5.1839 2.4358  0.079
H: -0.7114 -2.9286 5.2875  0.097
H: 0.7094 -3.1721 1.3650  0.098
H: -0.8502 0.1840 4.8667  0.079
H: 0.5608 0.6419 3.9126  0.063
H: 0.7730 -0.1835 5.4595  0.074
C: -0.9369 -0.9709 -4.9857  -0.194
C: -2.3662 -0.7920 -4.4975  -0.476
As: -2.4355 -0.4544 -2.5467  1.216
C: -1.8860 -2.2314 -1.8899  -0.442
C: -2.5539 -3.4427 -2.5205  -0.167
C: -4.3865 -0.5893 -2.2239  -0.465
C: -5.2826 -1.0173 -3.3756  -0.190
H: -0.8992 -1.1047 -6.0709  0.059
H: -0.4658 -1.8422 -4.5261  0.061
H: -0.3192 -0.1109 -4.7229  0.053
H: -2.9767 -1.6578 -4.7666  0.043
H: -2.8257 0.0793 -4.9739  0.052
H: -2.1005 -2.1899 -0.8173  0.062
H: -0.7993 -2.2871 -1.9824  0.029
H: -3.6416 -3.3931 -2.4286  0.053
H: -2.2247 -4.3685 -2.0402  0.064
H: -2.3139 -3.5287 -3.5832  0.056
H: -4.6831 0.3838 -1.8357  0.035
H: -4.4935 -1.2580 -1.3683  0.041
H: -5.1967 -0.3476 -4.2350  0.055
H: -6.3329 -1.0154 -3.0683  0.060
H: -5.0465 -2.0234 -3.7294  0.048
O: 1.4453 -2.9453 -0.8815  -0.143
N: 1.5473 -4.0305 -0.2650  -0.062
C: 2.1848 -5.0405 -0.8504  -0.320
C: 2.7417 -4.9058 -2.1525  -0.207
N: 3.1999 -4.7808 -3.2020  0.145
C: 2.2714 -6.2483 -0.1241  -0.226
N: 2.3418 -7.2340 0.4697  0.115

- ΔE to the lowest compared entry with this formula, charge and spin: 72.4 kJ/mol
- HOMO: -2.21 eV
- Charge: -2
- HOMO-LUMO gap: 6.1 eV

Number 1: largest force on an atom 1.67 eV/Å, calculated total energy -1123.6639 Eh. Number 2: largest force on an atom 3.37 eV/Å, calculated total energy -3581.1110 Eh. Number 3: largest force on an atom 5.75 eV/Å, calculated total energy -308.3485 Eh. Number 4: largest force on an atom 0.55 eV/Å, calculated total energy -5083.6405 Eh.